Record 1
C6H8S | wB97M-V/def2-TZVPD

Last column: Mulliken charge in e.
Cartesian coordinates (Å):
1 C 1.6603 2.0289 0.0660  -0.9853
2 C 0.6631 0.9918 -0.0181  0.6153
3 C 0.6356 -0.6759 0.2271  -0.9339
4 C -0.6362 -0.6885 -0.5498  0.6971
5 C -1.7687 -1.4823 0.1431  -1.3706
6 C -0.6585 0.8617 -0.5300  -0.4121
7 S -1.9018 1.8010 -0.8027  -0.3591
8 H 2.1607 2.0084 1.0485  0.2851
9 H 1.3708 3.0499 -0.3001  0.3079
10 H 2.4717 1.6911 -0.6488  0.2608
11 H 1.1619 -1.2837 0.7815  0.5597
12 H -0.4509 -1.0960 -1.5569  0.2446
13 H -1.4724 -2.4454 0.4736  0.3896
14 H -2.7745 -1.6250 -0.4686  0.2662
15 H -2.0730 -1.0269 1.0216  0.4348

## Properties
Orbital gap (alpha / beta) in eV: 7.7604 / 7.3336
LUMO energy (alpha / beta) in eV: -0.5 / -1.0
E_HOMO (alpha / beta) in eV: -8.29 / -8.29



Record 2
C39H42Cl2N3S2Sb2TeZr | wB97M-V/def2-TZVPD

Last column: Mulliken charge in e.
Cartesian coordinates (Å):
1 Zr 0.1813 0.6852 0.0764  -0.2258
2 Cl 2.6553 0.8858 0.9978  0.0637
3 C 3.3834 2.4076 0.4216  0.5806
4 C 4.7286 2.5916 0.6441  -0.9277
5 C 5.2821 3.7689 0.1545  -0.5592
6 C 4.4981 4.6854 -0.5280  -0.8186
7 C 3.1437 4.4506 -0.7265  -0.0005
8 Cl 2.2032 5.6090 -1.5815  -0.1435
9 C 2.5389 3.2817 -0.2409  0.2027
10 S 0.8062 3.0372 -0.3714  -0.0846
11 H 5.3213 1.8613 1.1758  0.5387
12 H 6.3335 3.9683 0.3064  0.4393
13 H 4.9308 5.5978 -0.9133  0.4943
14 C -3.3848 3.8402 1.8968  -0.8395
15 N -3.4082 2.3748 1.9134  0.2045
16 C -4.0782 1.6109 2.8500  -1.0253
17 C -3.8950 0.3158 2.5277  -0.2933
18 N -3.1001 0.2918 1.3857  0.9376
19 C -2.8262 1.5706 1.0175  -0.1151
20 S -1.9274 2.1384 -0.3405  -0.2634
21 C -2.8499 -0.8454 0.5804  -0.2200
22 C -3.8130 -1.8377 0.5294  -0.9702
23 C -3.6320 -2.8927 -0.3487  -0.9355
24 C -2.5151 -2.8817 -1.1680  -1.4642
25 C -1.6007 -1.8589 -1.0316  -0.9302
26 N -1.7209 -0.8508 -0.1478  1.6652
27 H -3.5184 4.1866 2.9174  0.3510
28 H -4.1902 4.2098 1.2654  0.3466
29 H -2.4232 4.1704 1.5118  0.3435
30 H -4.6191 2.0661 3.6615  0.5391
31 H -4.2298 -0.5832 3.0114  0.5516
32 H -4.7107 -1.7588 1.1242  0.7048
33 H -4.3690 -3.6817 -0.4141  0.5117
34 H -2.3417 -3.6506 -1.9072  0.6220
35 H -0.7287 -1.8332 -1.6680  1.2195
36 C -0.4773 0.5644 5.7738  -1.2379
37 Sb 1.0386 0.7115 4.2845  0.9622
38 C 0.2226 2.4868 3.3651  -1.1298
39 C -0.1808 -0.4731 2.8839  0.4253
40 C -0.3636 -1.9347 3.1242  0.2710
41 C -1.5346 -2.3739 3.7435  -0.4603
42 C -1.7400 -3.7130 4.0248  -1.0151
43 C -0.7694 -4.6408 3.6739  -0.8301
44 C 0.3989 -4.2165 3.0637  -0.8946
45 C 0.6274 -2.8687 2.7897  0.6434
46 C 1.9125 -2.4581 2.1421  -0.9069
47 Sb 1.6411 -2.0760 0.0418  0.6212
48 C 0.8375 -3.9469 -0.5272  -1.3698
49 C 3.6494 -2.1649 -0.6211  -1.0203
50 H -0.3126 1.3436 6.5167  0.4394
51 H -0.4241 -0.4015 6.2722  0.3841
52 H -1.4663 0.6980 5.3330  0.2845
53 H -0.5990 2.8564 3.9801  0.4150
54 H -0.2012 2.2564 2.3737  0.3103
55 H 0.9496 3.2839 3.2243  0.4959
56 H 0.2333 -0.4003 1.8449  -0.7852
57 H -1.1371 0.0548 2.8945  0.3435
58 H -2.2766 -1.6427 4.0434  0.5727
59 H -2.6421 -4.0332 4.5279  0.5180
60 H -0.9103 -5.6900 3.8932  0.4790
61 H 1.1653 -4.9422 2.8186  0.4959
62 H 2.6475 -3.2615 2.2001  0.9358
63 H 2.3608 -1.5735 2.5990  0.2629
64 H 1.5801 -4.7014 -0.2701  0.6349
65 H 0.6459 -3.9820 -1.5984  0.3733
66 H -0.0763 -4.1297 0.0339  0.4298
67 H 4.0751 -3.0953 -0.2463  0.4850
68 H 4.2140 -1.3240 -0.2257  0.3508
69 H 3.7028 -2.1626 -1.7056  0.2537
70 Te 1.4005 0.5608 -2.5733  0.7246
71 C 0.8000 -1.1231 -3.6885  0.7511
72 C 1.7833 -2.0258 -4.0832  -0.3810
73 C 1.4410 -3.1161 -4.8737  -0.7649
74 C 0.1289 -3.2874 -5.2865  -0.6482
75 C -0.8454 -2.3663 -4.9191  -0.6465
76 C -0.5150 -1.2825 -4.1208  -0.5584
77 C 0.6249 2.1250 -3.7277  0.9888
78 C 1.5389 2.8399 -4.4923  -0.7315
79 C 1.0785 3.8755 -5.2955  -0.7211
80 C -0.2714 4.1819 -5.3293  -0.5790
81 C -1.1770 3.4590 -4.5619  -0.8872
82 C -0.7336 2.4249 -3.7544  -0.1924
83 H 2.8202 -1.8754 -3.8105  0.4984
84 H 2.2063 -3.8122 -5.1886  0.4756
85 H -0.1335 -4.1243 -5.9193  0.4618
86 H -1.8606 -2.4827 -5.2750  0.4988
87 H -1.2765 -0.5520 -3.8710  0.3839
88 H 2.5964 2.6076 -4.4738  0.4405
89 H 1.7799 4.4378 -5.8960  0.4615
90 H -0.6251 4.9864 -5.9593  0.4464
91 H -2.2303 3.7019 -4.5960  0.4570
92 H -1.4454 1.8665 -3.1588  0.2848

## Properties
Charge: +3
Orbital gap in eV: 6.3873
LUMO energy in eV: -9.2
E_HOMO in eV: -15.62



Record 3
C5H5NO | wB97M-V/def2-TZVPD

Last column: Mulliken charge in e.
Cartesian coordinates (Å):
1 C -0.2340 1.1872 -0.1152  -0.1171
2 C -1.0894 0.1851 -0.1869  0.2869
3 C -0.9502 -1.2147 -0.3544  -0.4285
4 C 1.5160 -0.3946 0.3310  -0.3967
5 C -2.1949 -0.7084 0.2586  -0.4066
6 N 1.1140 0.7641 -0.1653  0.0564
7 O 2.8961 -0.5667 0.1204  -0.4145
8 H -0.5290 2.3093 -0.2004  0.2862
9 H -2.4751 -0.6182 1.2547  0.2683
10 H -3.0728 -0.9007 -0.3562  0.2018
11 H 1.8226 1.4296 -0.5805  0.3143
12 H 3.1968 -1.4720 -0.0057  0.3494

## Properties
Orbital gap in eV: 7.7754
LUMO energy in eV: -0.5
E_HOMO in eV: -8.26



Record 4
CH7BNO | wB97M-V/def2-TZVPD

Last column: Mulliken charge in e.
Cartesian coordinates (Å):
1 B 0.5914 0.9704 0.0643  0.1077
2 C 0.5801 -0.6137 -0.0861  -0.4829
3 N -0.8496 -1.0892 -0.0975  -0.3193
4 O -0.5629 1.5839 0.0455  -0.4067
5 H 2.2735 2.1613 0.4940  -0.0243
6 H 1.0788 -0.9376 -0.9969  0.3634
7 H 1.1061 -1.0875 0.7408  0.3204
8 H -1.4191 -0.3544 0.3498  0.3628
9 H -1.2000 -1.1930 -1.0552  0.3576
10 H -0.9760 -1.9757 0.4028  0.3530
11 H -0.6223 2.5356 0.1384  0.3684

## Properties
Charge: +1
Orbital gap in eV: 9.5229
LUMO energy in eV: -4.0
E_HOMO in eV: -13.52



Record 5
C2H12N2O2 | wB97M-V/def2-TZVPD

Last column: Mulliken spin population.
Cartesian coordinates (Å):
1 N -0.9363 1.5648 0.5771  0.7025
2 C -1.6949 0.7315 -0.3113  0.0382
3 C -1.4428 -0.7750 0.2044  0.1131
4 N -0.1837 -1.2936 -0.2437  0.0741
5 H 0.0360 1.3028 0.7438  -0.0114
6 H -1.4393 1.7403 1.4452  -0.0130
7 H -1.4550 0.8757 -1.3608  0.0232
8 H -2.7280 0.8662 -0.0124  -0.0074
9 H -1.3658 -0.7567 1.3007  0.0179
10 H -2.3575 -1.2712 -0.1432  0.0474
11 H -0.0102 -0.9914 -1.1939  -0.0013
12 H -0.0785 -2.2918 -0.1011  0.0076
13 H 2.9578 1.5963 -1.0437  0.0000
14 H 1.7030 0.8036 -0.7401  0.0034
15 O 2.1196 1.3180 -1.4308  -0.0001
16 H 2.4361 -1.5171 1.4293  -0.0008
17 H 1.8295 -0.6820 0.3532  0.0010
18 O 2.6101 -1.2204 0.5271  0.0054

## Properties
Spin multiplicity: 2
Charge: +1
Orbital gap (alpha / beta) in eV: 11.0688 / 5.7285
LUMO energy (alpha / beta) in eV: -3.6 / -8.8
E_HOMO (alpha / beta) in eV: -14.69 / -14.55



Record 6
C4H7NO | wB97M-V/def2-TZVPD

Last column: Mulliken charge in e.
Cartesian coordinates (Å):
1 C -0.4952 1.5380 -0.3703  -1.2719
2 C 0.1068 0.2243 -0.8060  0.2958
3 N 1.3375 -0.2157 -0.1688  -0.5991
4 C 0.1297 -1.0284 -0.0042  -0.0902
5 C -0.2967 -1.1518 1.4317  -0.1919
6 O 0.0713 -2.0562 2.1395  -0.4400
7 H -0.4109 1.6863 0.7105  0.3446
8 H -1.5533 1.5785 -0.6532  0.3066
9 H 0.0165 2.3715 -0.8666  0.3104
10 H 0.0335 0.0505 -1.8804  0.4020
11 H 1.9883 -0.6515 -0.8155  0.2305
12 H 0.0391 -1.9624 -0.5593  0.4141
13 H -0.9667 -0.3832 1.8424  0.2891

## Properties
Orbital gap in eV: 10.5460
LUMO energy in eV: 0.9
E_HOMO in eV: -9.66



Record 7
C2H2O2S | wB97M-V/def2-TZVPD

Last column: Mulliken charge in e.
Cartesian coordinates (Å):
1 O -2.0915 -1.2277 0.2098  -0.3208
2 C -1.9860 -0.0852 0.2390  0.6767
3 S -1.7506 1.4243 0.0127  -0.3497
4 C 1.4690 -0.0389 -0.1095  -0.0956
5 O 0.4653 -0.6587 -0.3336  -0.3807
6 H 2.2147 -0.2033 0.7450  0.2150
7 H 1.6791 0.7894 -0.7633  0.2550

## Properties
Orbital gap in eV: 10.6455
LUMO energy in eV: 0.5
E_HOMO in eV: -10.16



Record 8
C48H47Br6N7O14 | wB97M-V/def2-TZVPD

Last column: Mulliken charge in e.
Cartesian coordinates (Å):
1 O 10.3323 13.7535 7.6972  -0.6201
2 N 10.5503 13.6593 8.8858  1.1161
3 O 9.8488 14.1100 9.7537  -0.5698
4 C 11.9234 13.1633 9.4116  -0.1468
5 C 12.1107 13.2171 10.7525  -0.4237
6 C 13.3522 12.6760 11.2614  0.7402
7 C 14.3526 12.1806 10.4788  -0.5040
8 C 14.1218 12.1556 9.1133  -0.6528
9 C 12.9152 12.5820 8.5857  -0.8763
10 H 11.3129 13.4078 11.4971  0.2496
11 H 13.2752 12.5252 12.3262  0.1108
12 H 15.2371 11.6965 10.8982  0.6342
13 H 14.8340 11.6434 8.4448  0.4212
14 H 12.7554 12.5039 7.5229  0.4691
15 O 11.9223 10.5223 15.3341  -0.5729
16 N 12.5164 10.0590 14.3416  1.0692
17 O 12.0565 9.3702 13.4441  -0.5857
18 C 13.9408 10.4735 14.2548  0.1471
19 C 14.2514 11.7863 14.6671  -0.1963
20 C 15.5416 12.2452 14.4088  -0.5726
21 C 16.4746 11.3523 13.9530  -0.6409
22 C 16.1490 10.0828 13.6116  -0.4989
23 C 14.8648 9.6358 13.7499  -0.7425
24 H 13.5095 12.4576 15.0183  0.6034
25 H 15.7644 13.1955 14.8730  0.7169
26 H 17.5047 11.6754 13.7012  0.4171
27 H 16.8673 9.3263 13.2729  0.3598
28 H 14.6081 8.6395 13.4329  0.4824
29 O 16.1056 22.2193 21.3033  -0.5665
30 N 16.5780 21.2649 20.7693  0.9190
31 O 17.6992 20.9142 20.9078  -0.5707
32 C 15.6214 20.4992 19.8426  0.3284
33 C 15.5562 19.1138 19.9509  -0.5246
34 C 14.7245 18.4016 19.1105  -0.3625
35 C 13.9949 19.0939 18.1508  -0.2775
36 C 13.9408 20.4658 18.2079  -0.7659
37 C 14.7331 21.2047 19.0832  -0.2712
38 H 16.0177 18.5568 20.7509  0.4414
39 H 14.6950 17.2814 19.1118  0.3342
40 H 13.4533 18.4851 17.4259  0.5096
41 H 13.2202 20.9409 17.5572  0.3823
42 H 14.7262 22.2959 19.1884  0.4293
43 O 11.4559 13.2319 14.1499  -0.4737
44 N 10.7377 14.2096 14.1111  1.0942
45 O 10.2957 14.6923 13.0788  -0.6271
46 C 10.3178 14.8354 15.3496  0.2694
47 C 9.5046 15.9894 15.2529  -0.4786
48 C 8.9868 16.4923 16.4199  -0.5486
49 C 9.2688 15.8936 17.6725  -0.5848
50 C 9.9707 14.7264 17.7124  -0.6885
51 C 10.5432 14.1994 16.5544  -0.3757
52 H 9.4708 16.5131 14.2849  0.4629
53 H 8.3719 17.3791 16.4327  0.3907
54 H 8.9215 16.2848 18.6022  0.4662
55 H 10.1510 14.2524 18.6113  0.5170
56 H 10.9925 13.2577 16.5427  0.5177
57 O 11.5093 20.5433 11.5250  -0.6026
58 N 12.3447 19.7044 11.5451  1.0523
59 O 13.3481 19.6216 12.2950  -0.6020
60 C 12.2698 18.6524 10.5227  0.2733
61 C 13.1550 17.5916 10.5777  -0.2056
62 C 12.9669 16.5724 9.5749  -0.1410
63 C 11.9814 16.6787 8.6001  -0.8443
64 C 11.1949 17.7702 8.5619  -0.5591
65 C 11.3343 18.7719 9.5298  -0.6528
66 H 13.8567 17.4539 11.3943  0.4403
67 H 13.5711 15.6698 9.4734  0.3711
68 H 12.0099 15.9350 7.7862  0.4671
69 H 10.3855 17.7755 7.8505  0.4012
70 H 10.7925 19.6864 9.5274  0.5159
71 O 18.1780 15.3974 14.3275  -0.3955
72 N 18.8996 16.3554 14.4905  1.2349
73 O 18.6880 17.3018 15.1689  -0.6353
74 C 20.2208 16.3252 13.7959  0.0098
75 C 20.6597 15.1633 13.1414  -0.4610
76 C 21.8114 15.3055 12.4075  -0.4052
77 C 22.4857 16.4571 12.2668  -0.6049
78 C 22.0646 17.6167 12.9217  -0.5668
79 C 20.9033 17.5389 13.7219  -0.3811
80 H 20.1572 14.2165 13.1676  0.6015
81 H 22.2807 14.4390 11.9576  0.3798
82 H 23.4518 16.5508 11.7508  0.3650
83 H 22.5725 18.5421 12.8415  0.4934
84 H 20.6196 18.4700 14.2470  0.4090
85 O 20.6175 21.0627 13.1263  -0.6326
86 N 19.4875 20.8255 12.7702  1.2022
87 O 19.1487 20.6103 11.6508  -0.6460
88 C 18.4013 20.7053 13.8203  -0.1249
89 C 18.7564 20.9497 15.1431  -0.4387
90 C 17.7305 20.8948 16.0836  -0.7971
91 C 16.5196 20.4222 15.7062  0.2910
92 C 16.1401 20.3019 14.3456  -0.5552
93 C 17.0837 20.4182 13.4069  -0.5889
94 H 19.7734 21.2642 15.3298  0.5374
95 H 17.8854 21.0749 17.1216  0.5652
96 H 15.6921 20.5177 16.3895  0.0398
97 H 15.0922 20.1449 14.0573  0.6208
98 H 16.9035 20.1682 12.3676  0.5541
99 Br 17.4950 12.6133 9.1373  -0.1742
100 C 17.6257 14.0342 10.4548  0.0018
101 C 17.4878 15.3030 9.6826  -0.6898
102 Br 17.9419 16.8527 10.7806  -0.1082
103 H 18.6858 13.9396 10.7864  0.2311
104 H 16.9289 13.9068 11.2736  0.0241
105 H 16.4445 15.4431 9.3304  0.1800
106 H 18.0733 15.2620 8.7663  0.5475
107 Br 18.3873 13.2066 21.6386  -0.1798
108 C 18.6659 12.5584 19.8133  -0.5268
109 C 17.9315 13.4683 18.8702  -0.5338
110 Br 18.5779 13.1684 17.0938  -0.1433
111 H 18.2795 11.5083 19.8213  0.3408
112 H 19.7558 12.6158 19.6171  0.3574
113 H 18.1787 14.5382 19.0311  0.3359
114 H 16.8268 13.2883 18.8082  0.3399
115 Br 14.8519 15.2334 13.2566  0.0259
116 C 15.1076 16.9184 14.3399  -0.6215
117 C 15.2860 16.5988 15.7673  -0.1775
118 Br 13.7393 15.7421 16.6545  -0.2016
119 H 14.2557 17.5386 14.0736  0.6409
120 H 16.0044 17.3513 13.9436  0.1292
121 H 15.4294 17.5018 16.3658  0.0684
122 H 16.1477 15.9943 16.0309  0.2695

## Properties
Orbital gap in eV: 8.8145
LUMO energy in eV: -0.7
E_HOMO in eV: -9.56



Number 1: maximum force 0.2279 hartree/bohr. Number 2: maximum force 0.0222 hartree/bohr. Number 3: maximum force 0.0507 hartree/bohr. Number 4: maximum force 0.0776 hartree/bohr. Number 5: maximum force 0.0347 hartree/bohr. Number 6: maximum force 0.0076 hartree/bohr. Number 7: maximum force 0.0267 hartree/bohr. Number 8: maximum force 0.0686 hartree/bohr.